# 1
DFT (the ωB97M-V functional and the def2-TZVPD basis) results for one molecule with the formula C4H8O2.

Element x y z (Å)
C: 0.71 -0.97 -1.92
C: -0.63 -0.12 -0.14
C: -0.73 0.95 0.79
C: 0.18 0.94 2.02
H: 1.72 -1.20 -1.83
H: 0.10 -1.96 -1.60
H: 0.48 -0.95 -3.00
H: -0.26 -1.07 0.28
H: -1.57 -0.33 -0.60
H: -1.59 1.52 1.03
H: 0.67 -0.04 2.26
H: -0.03 1.47 2.91
O: 0.39 0.13 -1.09
O: 0.55 1.64 0.90

Structure (SMILES) ... COC[C@H]1CO1
Kohn-Sham gap ... 10.680 eV
Lowest unoccupied orbital energy ... 1.1 eV

***

# 2
DFT (the ωB97M-V functional and the def2-TZVPD basis) results for one molecule with the formula C4H8O2.

Element x y z (Å)
O: -1.66 0.99 -0.85
C: -0.67 0.50 0.03
C: -0.84 -0.99 0.37
C: 1.65 -0.02 0.51
O: 2.31 -1.00 0.27
C: 0.77 0.71 -0.48
H: -1.63 0.47 -1.67
H: -0.81 1.12 0.93
H: -1.05 -1.55 -0.55
H: -1.62 -1.17 1.12
H: 1.53 0.34 1.55
H: 0.08 -1.41 0.77
H: 0.88 0.25 -1.47
H: 1.04 1.77 -0.53

Structure (SMILES) ... C[C@H](O)CC=O
Kohn-Sham gap ... 10.863 eV
Lowest unoccupied orbital energy ... 0.9 eV

***

# 3
DFT (the ωB97M-V functional and the def2-TZVPD basis) results for a 2-piece molecular cluster, C4H8O2 overall.

Element x y z (Å)
C: 1.04 0.68 0.27
C: 1.04 -0.80 0.06
O: -0.08 -1.36 0.72
C: -1.18 -0.75 0.78
O: -1.39 0.51 0.46
C: -0.30 1.25 -0.16
H: 1.21 0.98 1.32
H: 1.83 1.15 -0.33
H: -0.24 -1.23 -1.78
H: 1.91 -1.36 0.40
H: -2.03 -1.26 1.23
H: -0.95 -1.29 -2.05
H: -0.46 2.28 0.17
H: -0.44 1.18 -1.24

Kohn-Sham gap ... 7.604 eV
Lowest unoccupied orbital energy ... 0.9 eV

***

# 4
DFT (the ωB97M-V functional and the def2-TZVPD basis) results for one molecule with the formula C4H8O2.

Element x y z (Å)
C: 1.54 0.22 -1.46
C: 0.27 0.54 -0.70
O: -0.37 -0.68 -0.38
C: -1.37 -0.52 0.60
C: -0.74 -0.41 1.98
O: -1.16 0.28 2.87
H: 1.31 -0.39 -2.34
H: 2.22 -0.34 -0.82
H: 2.04 1.14 -1.78
H: 0.50 1.11 0.22
H: -0.41 1.17 -1.31
H: -1.98 -1.43 0.58
H: -2.02 0.34 0.42
H: 0.17 -1.04 2.11

Structure (SMILES) ... CCOCC=O
Kohn-Sham gap ... 10.735 eV
Lowest unoccupied orbital energy ... 1.0 eV

***

# 5
DFT (the ωB97M-V functional and the def2-TZVPD basis) results for a 2-piece molecular cluster, C4H8O2 overall.

Element x y z (Å)
C: -2.03 0.05 -0.76
O: -1.29 0.55 0.34
C: 0.02 0.20 0.45
C: 0.80 0.97 1.22
C: 0.34 -1.16 -0.08
O: 1.38 -1.59 -0.53
H: -2.75 0.82 -1.03
H: -1.39 -0.16 -1.63
H: -2.57 -0.87 -0.49
H: 2.68 0.12 -0.62
H: 1.85 0.76 1.41
H: 0.35 1.82 1.71
H: 3.24 0.26 -0.15
H: -0.54 -1.82 0.02

Structure (SMILES) ... C=C(C=O)OC.[H][H]
Kohn-Sham gap ... 9.611 eV
Lowest unoccupied orbital energy ... 0.3 eV

***

# 6
DFT (the ωB97M-V functional and the def2-TZVPD basis) results for one molecule with the formula C4H8O2.

Element x y z (Å)
C: -0.56 -1.33 1.50
O: 0.29 -1.23 0.53
C: 0.01 -0.91 -0.71
C: -0.17 1.46 0.18
O: 1.06 1.21 -0.47
C: 0.99 0.05 -1.29
H: -0.15 -1.63 2.45
H: -0.49 0.65 0.88
H: -1.62 -1.30 1.28
H: -1.04 -0.89 -0.99
H: -0.02 2.32 0.83
H: -0.98 1.67 -0.53
H: 2.00 -0.37 -1.34
H: 0.68 0.31 -2.32

Kohn-Sham gap (spin up / spin down) ... 8.105 / 8.382 eV
Lowest unoccupied orbital energy (spin up / spin down) ... 0.4 / 0.5 eV

***

# 7
DFT (the ωB97M-V functional and the def2-TZVPD basis) results for a 2-piece molecular cluster, C4H8O2 overall.

Element x y z (Å)
C: 1.60 -0.74 1.10
O: 0.49 -1.31 0.75
C: -0.72 -0.97 1.09
C: -0.38 1.20 -0.37
O: -1.13 2.04 0.07
C: -0.52 0.57 -1.73
H: 2.50 -1.18 0.69
H: 0.56 0.92 0.17
H: 1.60 -0.03 1.92
H: -1.50 -1.56 0.65
H: -0.87 -0.24 1.88
H: -1.57 0.53 -2.03
H: -0.07 -0.43 -1.76
H: 0.02 1.20 -2.45

Kohn-Sham gap (spin up / spin down) ... 8.205 / 8.257 eV
Lowest unoccupied orbital energy (spin up / spin down) ... 0.3 / 0.4 eV

***

# 8
DFT (the ωB97M-V functional and the def2-TZVPD basis) results for one molecule with the formula C4H8O2.

Element x y z (Å)
C: -1.34 -0.96 0.07
C: -0.66 0.36 0.40
O: 0.27 0.25 1.50
C: 1.40 0.45 0.64
C: 0.48 0.78 -0.55
O: 0.65 0.09 -1.76
H: -0.63 -1.79 0.16
H: -2.16 -1.16 0.76
H: -1.74 -0.94 -0.95
H: -1.40 1.15 0.61
H: 1.99 -0.46 0.50
H: 2.05 1.25 1.00
H: 0.47 1.84 -0.81
H: 0.62 -0.86 -1.57

Structure (SMILES) ... C[C@H]1OC[C@H]1O
Kohn-Sham gap ... 10.756 eV
Lowest unoccupied orbital energy ... 0.9 eV

***

# 9
DFT (the ωB97M-V functional and the def2-TZVPD basis) results for one molecule with the formula C4H8O2.

Element x y z (Å)
C: -0.42 -1.93 0.12
C: 0.40 -0.63 0.01
O: 1.09 -0.77 -1.22
C: -0.46 0.74 0.03
C: -0.08 2.23 0.43
O: 0.21 1.63 -0.82
H: -1.10 -2.07 -0.73
H: 0.26 -2.79 0.13
H: -1.00 -1.95 1.05
H: 1.13 -0.61 0.83
H: 1.47 0.08 -1.47
H: -1.54 0.61 0.10
H: 0.55 2.21 1.31
H: -0.51 3.25 0.25

Structure (SMILES) ... C[C@@H](O)[C@H]1CO1
Kohn-Sham gap ... 10.899 eV
Lowest unoccupied orbital energy ... 1.1 eV

***

# 10
DFT (the ωB97M-V functional and the def2-TZVPD basis) results for a 2-piece molecular cluster, C4H8O2 overall.

Element x y z (Å)
O: 0.40 -1.29 -1.09
C: 0.15 0.03 -0.85
C: -1.04 0.54 -1.17
C: -0.86 -0.75 1.72
O: 0.32 -1.02 1.78
C: 1.30 0.82 -0.29
H: 0.82 -1.65 -0.30
H: 1.94 1.11 -1.13
H: -1.78 -0.10 -1.64
H: -1.26 1.60 -1.05
H: -1.56 -1.32 1.08
H: -1.30 0.07 2.31
H: 0.97 1.73 0.23
H: 1.90 0.23 0.40

Structure (SMILES) ... C=C(C)O.C=O
Kohn-Sham gap ... 9.826 eV
Lowest unoccupied orbital energy ... 0.8 eV

***

# 11
DFT (the ωB97M-V functional and the def2-TZVPD basis) results for one molecule with the formula C4H8O2.

Element x y z (Å)
C: 1.77 -0.76 -0.85
C: 1.12 0.19 0.15
O: 1.34 1.53 -0.20
C: -0.25 -0.32 0.34
O: -1.15 0.63 0.26
C: -2.44 0.05 0.56
H: 1.58 -1.79 -0.55
H: 2.85 -0.59 -0.91
H: 1.33 -0.60 -1.84
H: 1.54 -0.03 1.15
H: 0.51 2.00 -0.08
H: -2.88 -0.31 -0.38
H: -3.05 0.83 1.02
H: -2.28 -0.79 1.23

Kohn-Sham gap ... 9.493 eV
Lowest unoccupied orbital energy ... 0.8 eV

***

# 12
DFT (the ωB97M-V functional and the def2-TZVPD basis) results for a 2-piece molecular cluster, C4H8O2 overall.

Element x y z (Å)
C: -1.74 0.02 0.24
C: -0.74 -0.70 0.75
C: 0.28 -1.10 -0.24
O: 0.38 -0.03 -1.17
C: 1.55 1.28 -0.05
O: 1.44 0.83 1.07
H: -2.47 0.54 0.82
H: -0.40 0.55 -0.83
H: -2.15 -0.18 -0.74
H: -0.65 -1.05 1.77
H: 1.21 -1.35 0.27
H: -0.06 -1.97 -0.78
H: 2.48 1.14 -0.60
H: 0.88 2.03 -0.50

Structure (SMILES) ... C=CCO.C=O
Kohn-Sham gap ... 10.092 eV
Lowest unoccupied orbital energy ... 0.8 eV

***

# 13
DFT (the ωB97M-V functional and the def2-TZVPD basis) results for one molecule with the formula C4H8O2.

Element x y z (Å)
C: -0.16 -0.17 -1.13
C: 0.03 1.25 -0.53
O: -0.22 1.35 0.86
C: 0.23 0.22 1.54
O: -0.53 -0.90 1.22
C: -0.28 -1.32 -0.11
H: -1.04 -0.17 -1.78
H: 0.69 -0.37 -1.78
H: 1.04 1.61 -0.74
H: -0.67 1.94 -1.00
H: 0.09 0.42 2.61
H: 1.30 0.04 1.33
H: -1.11 -1.97 -0.38
H: 0.64 -1.93 -0.12

Structure (SMILES) ... C1COCOC1
Kohn-Sham gap ... 11.024 eV
Lowest unoccupied orbital energy ... 1.0 eV

***

# 14
DFT (the ωB97M-V functional and the def2-TZVPD basis) results for one molecule with the formula C4H8O2.

Element x y z (Å)
C: 0.47 1.05 1.41
C: 0.00 -0.18 0.67
O: -1.18 -0.63 1.30
C: -0.31 0.09 -0.79
C: 0.32 -0.65 -1.88
O: -0.98 -1.00 -1.42
H: -0.27 1.85 1.32
H: 0.59 0.82 2.48
H: 1.43 1.41 1.03
H: 0.78 -0.97 0.72
H: -1.57 -1.29 0.71
H: -0.75 1.07 -1.01
H: 1.10 -1.37 -1.66
H: 0.35 -0.21 -2.88

Structure (SMILES) ... C[C@@H](O)[C@H]1CO1
Kohn-Sham gap ... 11.258 eV
Lowest unoccupied orbital energy ... 1.1 eV

***

# 15
DFT (the ωB97M-V functional and the def2-TZVPD basis) results for C4H8O2 as an isolated structure.

Element x y z (Å)
C: 1.64 0.46 -0.16
C: 0.55 -0.50 0.25
O: 0.43 -0.53 1.63
C: -0.91 -0.45 1.25
C: -0.88 0.34 -0.54
O: -2.18 -0.09 -0.76
H: 1.43 1.48 0.19
H: 1.79 0.47 -1.24
H: 2.56 0.13 0.32
H: 0.62 -1.50 -0.20
H: -1.21 -1.48 0.94
H: -0.40 0.18 -1.51
H: -0.78 1.39 -0.26
H: -2.65 0.09 0.08

Kohn-Sham gap ... 9.350 eV
Lowest unoccupied orbital energy ... 0.9 eV

***

# 16
DFT (the ωB97M-V functional and the def2-TZVPD basis) results for one molecule with the formula C4H8O2.

Element x y z (Å)
C: -1.69 -0.26 -0.27
C: -0.29 0.24 -0.57
O: -0.22 1.55 -0.02
C: 0.78 -0.71 0.04
C: 1.86 0.08 0.75
O: 2.53 0.92 0.19
H: -2.43 0.45 -0.63
H: -1.87 -1.23 -0.74
H: -1.83 -0.36 0.82
H: -0.15 0.29 -1.65
H: 0.64 1.91 -0.28
H: 1.27 -1.28 -0.76
H: 0.33 -1.43 0.73
H: 2.00 -0.12 1.83

Structure (SMILES) ... C[C@@H](O)CC=O
Kohn-Sham gap ... 10.969 eV
Lowest unoccupied orbital energy ... 0.9 eV

***

# 17
DFT (the ωB97M-V functional and the def2-TZVPD basis) results for one molecule with the formula C4H8O2.

Element x y z (Å)
C: 0.73 -1.06 0.78
C: 0.99 0.16 -0.04
C: 0.10 -0.02 -1.25
O: -1.18 -0.16 -0.59
C: -1.19 0.96 0.46
O: 0.09 1.44 0.47
H: 1.28 -1.13 1.73
H: -0.48 -0.95 0.48
H: 0.79 -2.01 0.24
H: 1.94 0.68 -0.09
H: 0.08 0.87 -1.87
H: 0.29 -0.92 -1.85
H: -1.96 1.67 0.13
H: -1.48 0.47 1.40

Structure (SMILES) ... C[C@H]1COCO1
Kohn-Sham gap ... 10.378 eV
Lowest unoccupied orbital energy ... 1.0 eV

***

# 18
DFT (the ωB97M-V functional and the def2-TZVPD basis) results for C4H8O2 as an isolated structure.

Element x y z (Å)
C: -0.78 -1.44 0.20
C: -1.03 -0.01 0.60
C: 0.18 0.78 0.75
O: 1.49 0.23 0.84
C: -0.15 1.12 -0.76
O: 0.83 0.64 -1.61
H: -1.66 -1.89 -0.26
H: 0.09 -1.63 -0.45
H: -0.62 -1.96 1.15
H: -1.13 0.63 -0.99
H: 0.15 1.65 1.41
H: 1.41 -0.72 1.01
H: -0.38 2.18 -0.87
H: 1.59 0.43 -1.03

Kohn-Sham gap ... 9.118 eV
Lowest unoccupied orbital energy ... 0.6 eV

***

Per-record energy, eV: -8369.4481; -8371.9161; -8368.3053; -8371.7089; -8369.7897; -8368.0041; -8368.4243; -8371.4234; -8369.7498; -8371.1645; -8369.5975; -8369.3287; -8371.6849; -8371.3478; -8367.0397; -8372.1069; -8369.5126; -8368.5922
Per-record energy above the lowest of the compared OMol25 structures with the same formula, charge and spin, eV: 3.834; 1.366; 4.976; 1.573; 3.492; 5.278; 4.857; 1.858; 3.532; 2.117; 3.684; 3.953; 1.597; 1.934; 6.242; 1.175; 3.769; 4.690